[1]
101
Properties=species:S:1:pos:R:3 method="wB97M-V/def2-TZVPD" e_tot_ev=-91452.2310 e_homo_ev="-4.06 / -3.96" total_charge=-1 spin_multiplicity=3 lumo_energy_ev="2.6 / 2.6" de_lowest_kcal_mol=10.1
V 0.845 -0.640 -1.298
C 1.369 -0.395 3.555
C 2.852 -0.687 3.308
C 3.102 -2.185 3.124
C 3.396 0.222 2.217
C 4.435 1.097 2.557
C 4.906 2.047 1.673
C 4.308 2.191 0.426
C 3.261 1.353 0.082
C 2.781 2.404 -2.082
C 2.525 3.820 -1.590
C 4.113 2.182 -2.817
C 2.839 0.309 0.936
N 1.850 -0.528 0.428
C 2.074 -1.856 0.189
C 1.058 -2.655 -0.296
N -0.218 -2.165 -0.531
C -1.242 -3.089 -0.732
C -1.382 -4.247 0.077
C -2.323 -5.208 -0.295
C -3.164 -5.046 -1.379
C -3.101 -3.854 -2.082
C -2.175 -2.867 -1.769
C -2.158 -1.601 -2.614
C -1.574 -1.867 -4.002
C -3.545 -0.959 -2.731
C -0.688 -4.513 1.419
C 0.684 -5.203 1.371
C -0.677 -3.313 2.366
H 0.965 -1.053 4.330
H 0.796 -0.547 2.637
H 1.232 0.641 3.873
H 3.395 -0.398 4.213
H 2.444 -2.618 2.372
H 2.913 -2.707 4.067
H 4.136 -2.379 2.829
H 4.871 1.025 3.547
H 5.726 2.698 1.955
H 4.672 2.937 -0.265
H 1.995 2.159 -2.794
H 3.304 4.212 -0.937
H 1.576 3.859 -1.052
H 2.451 4.474 -2.461
H 4.760 3.058 -2.740
H 3.371 1.156 -4.274
H 4.631 1.341 -2.345
H 3.085 -2.257 0.176
H 1.328 -3.632 -0.686
H -2.409 -6.103 0.314
H -3.879 -5.815 -1.649
H -3.776 -3.692 -2.914
H -1.511 -0.870 -2.127
H -2.205 -2.579 -4.544
H -0.558 -2.262 -3.947
H -1.524 -0.939 -4.577
H -4.235 -1.593 -3.291
H -3.470 -0.011 -3.270
H -3.992 -0.768 -1.752
H -1.347 -5.245 1.892
H 1.501 -4.497 1.224
H 0.724 -5.946 0.572
H 0.863 -5.716 2.320
H -0.059 -2.498 1.990
H -0.283 -3.615 3.342
H -1.689 -2.931 2.511
C -2.171 3.538 2.681
C -0.842 3.066 2.103
C 0.126 4.228 1.878
Sb -0.858 1.881 0.278
C -2.618 0.635 0.543
C -4.007 1.251 0.421
C -2.442 -0.116 1.861
C -1.585 3.293 -1.211
C -2.644 4.313 -0.805
C -2.022 2.459 -2.417
H -2.000 4.126 3.591
H -2.817 2.701 2.950
H -2.722 4.171 1.983
H -0.382 2.379 2.819
H -0.257 4.926 1.126
H 1.106 3.880 1.539
H 0.275 4.797 2.803
H -2.493 -0.095 -0.261
H -4.176 2.038 1.158
H -4.771 0.480 0.584
H -4.185 1.678 -0.568
H -2.514 0.555 2.725
H -1.476 -0.623 1.900
H -3.219 -0.881 1.971
H -0.681 3.841 -1.496
H -3.549 3.836 -0.424
H -2.935 4.918 -1.673
H -2.280 4.997 -0.037
H -2.911 1.863 -2.184
H -1.237 1.774 -2.753
H -2.280 3.110 -3.260
O 2.558 1.408 -1.074
S 1.924 -0.615 -3.346
O 3.922 1.952 -4.202
O 0.648 0.336 -2.974
O 1.566 -1.732 -4.277



[2]
119
Properties=species:S:1:pos:R:3 method="wB97M-V/def2-TZVPD" e_tot_ev=-262979.7227 e_homo_ev=-7.14 total_charge=+1 lumo_energy_ev=-6.1
C 3.824 -3.854 0.792
C 4.095 -3.631 -0.797
O 2.975 -2.836 -1.316
B 3.353 -2.185 -2.574
O 3.422 -3.044 -3.723
C 3.599 -0.580 -2.552
C 3.949 -0.232 -0.983
N 4.502 0.210 0.007
N 4.675 -0.156 -3.475
C 5.844 -0.767 -3.351
C 6.991 -0.415 -2.242
C 6.344 -1.899 -4.412
C 2.255 0.334 -2.865
C 2.637 1.049 -4.317
N 2.991 1.621 -5.378
C 0.933 -0.439 -3.216
Br -0.320 0.918 -4.059
C 0.090 -1.180 -2.090
C -0.551 -2.529 -2.753
N 2.263 1.441 -1.898
C 1.144 1.624 -0.968
C 2.829 2.709 -2.337
C 4.440 3.088 -2.335
O 2.054 3.701 -2.702
H 3.426 -2.849 1.192
H 2.996 -4.644 0.950
H 4.793 -4.131 1.364
H 5.072 -3.007 -0.862
H 4.196 -4.637 -1.337
H 3.234 -2.558 -4.559
H 7.998 -0.894 -2.530
H 6.671 -0.664 -1.174
H 7.156 0.731 -2.353
H 6.154 -2.903 -3.855
H 7.471 -1.848 -4.597
H 5.701 -1.920 -5.356
H 1.072 -1.191 -4.092
H -0.740 -0.513 -1.656
H 0.808 -1.517 -1.238
H 0.250 -3.330 -2.958
H -1.292 -2.936 -1.955
H -1.079 -2.322 -3.752
H 0.115 1.884 -1.390
H 1.411 2.483 -0.233
H 1.065 0.683 -0.291
H 4.628 3.744 -1.395
H 5.066 2.122 -2.213
H 4.698 3.688 -3.298
Li 5.868 3.385 -0.090
C -4.628 -4.035 -0.016
F -4.430 -4.000 1.327
F -3.861 -5.061 -0.480
F -5.905 -4.417 -0.194
S -4.234 -2.415 -0.841
O -2.816 -2.171 -0.540
O -5.127 -1.440 -0.230
O -4.490 -2.626 -2.259
C 4.436 7.336 3.408
C 5.340 7.218 2.198
O 4.667 6.529 1.146
H 4.130 6.346 3.758
H 4.941 7.857 4.224
H 3.521 7.880 3.156
H 6.242 6.654 2.449
H 5.639 8.205 1.836
H 3.875 7.038 0.924
C -9.536 -5.694 2.869
S -8.116 -6.796 2.685
O -6.884 -5.949 2.710
C -8.445 -7.230 0.964
H -9.516 -5.269 3.873
H -9.480 -4.890 2.132
H -10.458 -6.263 2.735
H -8.460 -6.329 0.348
H -9.404 -7.747 0.896
H -7.651 -7.893 0.617
C -1.701 4.954 4.026
C -1.872 3.584 4.716
C -2.999 2.790 4.022
C -2.670 2.267 2.619
C -1.168 2.004 2.406
C -0.361 1.765 3.705
N -0.559 2.926 4.588
O 0.118 2.833 5.730
C 1.123 1.703 3.284
C -0.743 0.403 4.318
C -2.367 3.852 6.156
H -0.933 5.553 4.523
H -2.632 5.529 4.050
H -1.408 4.852 2.978
H -3.274 1.935 4.649
H -3.907 3.401 3.960
H -3.236 1.348 2.442
H -3.028 2.992 1.853
H -1.045 1.162 1.721
H -0.744 2.864 1.883
H 1.459 2.666 2.885
H 1.276 0.951 2.502
H 1.777 1.437 4.120
H -0.559 -0.403 3.599
H -1.796 0.342 4.604
H -0.149 0.176 5.207
H -3.320 4.390 6.141
H -1.669 4.472 6.724
H -2.528 2.920 6.705
Cs 4.494 3.297 -5.346
Al 0.360 -3.210 -0.365
C -9.317 -5.021 -3.754
F -10.294 -4.082 -3.858
F -9.923 -6.215 -3.984
F -8.489 -4.814 -4.812
S -8.430 -4.962 -2.118
O -9.462 -5.200 -1.110
O -7.849 -3.628 -2.044
O -7.429 -6.024 -2.182
O 8.616 5.605 -6.391
H 9.038 6.401 -6.740
H 9.340 4.971 -6.315
Br -2.166 2.571 0.432



[3]
63
Properties=species:S:1:pos:R:3 method="wB97M-V/def2-TZVPD" smiles="C[C@@H](/C=[N+]1/C(C)(C)N=C(SCC#N)C1(C)C)[C@@H](/C=C/c1ccc(Cl)cc1)c1ccc(Cl)cc1" e_tot_ev=-68829.2946 e_homo_ev=-10.86 total_charge=+1 lumo_energy_ev=-4.1 de_lowest_kcal_mol=0.0
C -4.490 1.157 3.586
C -3.796 0.691 2.304
C -2.868 -0.437 2.631
N -1.559 -0.379 2.776
C -0.791 -1.586 3.194
C -1.078 -2.799 2.326
C -1.005 -1.917 4.664
N 0.634 -1.180 3.015
C 0.702 0.090 2.813
S 2.218 0.932 2.775
C 3.216 -0.452 3.605
C 4.658 -0.159 3.533
N 5.791 0.104 3.464
C -0.665 0.809 2.683
C -0.817 1.748 3.869
C -0.745 1.510 1.328
C -4.772 0.322 1.219
C -5.886 -0.607 1.691
C -5.749 -1.883 2.099
C -6.835 -2.675 2.669
C -6.596 -4.038 2.951
C -7.536 -4.818 3.614
C -8.766 -4.245 3.982
Cl -9.913 -5.191 4.826
C -9.068 -2.917 3.636
C -8.113 -2.139 2.977
C -5.331 1.612 0.547
C -4.534 2.284 -0.387
C -5.004 3.423 -1.041
C -6.301 3.884 -0.757
Cl -6.904 5.278 -1.551
C -7.099 3.230 0.192
C -6.577 2.135 0.882
H -5.101 2.050 3.389
H -5.152 0.367 3.956
H -3.768 1.391 4.393
H -3.186 1.527 1.933
H -3.332 -1.402 2.837
H -0.349 -3.579 2.587
H -2.088 -3.187 2.501
H -0.956 -2.549 1.263
H -0.292 -2.707 4.939
H -0.801 -1.040 5.295
H -2.025 -2.280 4.840
H 2.892 -0.483 4.654
H 2.972 -1.391 3.097
H -0.029 2.511 3.802
H -1.793 2.253 3.882
H -0.671 1.201 4.815
H 0.164 2.117 1.204
H -0.776 0.770 0.515
H -1.610 2.181 1.251
H -4.194 -0.191 0.438
H -6.911 -0.238 1.610
H -4.801 -2.413 1.962
H -5.644 -4.471 2.647
H -7.327 -5.858 3.852
H -10.046 -2.508 3.894
H -8.356 -1.108 2.715
H -3.534 1.902 -0.619
H -4.395 3.935 -1.778
H -8.114 3.570 0.384
H -7.171 1.680 1.681



[4]
18
Properties=species:S:1:pos:R:3 method="wB97M-V/def2-TZVPD" e_tot_ev=-24897.9960 e_homo_ev=-13.07 total_charge=+1 lumo_energy_ev=-4.1 de_lowest_kcal_mol=111.7
C 2.028 -1.467 0.094
C -0.288 1.986 1.067
C -0.459 1.456 -0.132
C 2.105 -0.510 -0.632
C 1.774 -2.727 0.793
N -0.799 1.556 -1.350
N -1.105 1.724 2.021
O -1.616 2.465 -1.870
O -0.646 0.531 -2.213
Cl 2.229 0.912 -1.485
H 0.245 0.195 -2.155
H 0.638 2.518 1.436
H 1.775 -2.472 1.853
H 0.936 -3.125 0.368
H 2.609 -3.399 0.632
H -1.843 1.024 1.904
H -1.897 2.346 -2.745
H -0.949 1.971 2.989